{"formula": "C6H7ClN2O2", "method": "ωB97M-V/def2-TZVPD", "homo_energy_ha": [-0.30894, -0.30889], "de_lowest_ev": 3.645, "energy_ev": -25929.2719, "elements": ["C", "C", "C", "C", "C", "C", "N", "N", "O", "O", "Cl", "H", "H", "H", "H", "H", "H", "H"], "xyz": [[0.3948, -0.2056, -1.5747], [2.3527, -1.2031, -1.1717], [-1.3266, -1.4048, 0.6402], [-0.1369, -1.0060, 0.8354], [1.0165, 0.4266, -0.4188], [0.6650, 1.7655, 0.1712], [1.3098, -1.1767, -2.0044], [2.2743, -0.0291, -0.3735], [-0.6812, -0.1209, -2.1183], [3.2711, -1.9474, -1.1195], [3.3930, 0.0449, 0.8713], [-1.9988, -1.6543, 1.4658], [-1.8031, -1.4614, -0.2848], [0.6495, -0.9115, 1.7038], [-0.2288, 2.0784, -0.1930], [1.4442, 2.5640, -0.1343], [0.7801, 1.6321, 1.2224], [1.1658, -2.0575, -2.5904]], "mulliken_charge": [0.00, 0.28, -0.53, -0.14, 0.84, -1.42, -0.07, 0.02, -0.63, -0.55, -0.02, 0.26, 0.31, 0.24, 0.40, 0.33, 0.35, 0.31]}

=====

{"formula": "C6H7ClNOS", "method": "ωB97M-V/def2-TZVPD", "homo_energy_ha": -0.15006, "energy_ev": -33229.8285, "total_charge": -1, "elements": ["C", "C", "C", "C", "C", "C", "N", "O", "S", "Cl", "H", "H", "H", "H", "H", "H", "H"], "xyz": [[-1.3601, -1.1826, 0.9475], [-0.5095, -1.6759, 1.9126], [-0.8035, -0.2597, 0.0832], [0.4571, -0.0029, 0.3754], [-1.5564, 0.4794, -0.8854], [1.4324, 0.8784, -0.2861], [2.6541, 1.1687, 0.0608], [3.4544, 1.9245, -0.5150], [1.0440, -0.9777, 1.7989], [-0.1429, -0.6875, -3.5754], [-2.3593, -1.3444, 0.9416], [-0.7741, -2.2885, 2.7715], [-1.2984, 0.1015, -1.9109], [-2.5888, 0.1474, -0.8052], [-1.4957, 1.5462, -0.8196], [0.9786, 1.1733, -1.2505], [2.8681, 0.9998, 1.1566]], "mulliken_charge": [-0.68, -0.43, 0.49, 0.40, -1.25, -0.16, 0.24, -0.68, -0.26, -0.84, 0.46, 0.37, 0.05, 0.33, 0.35, 0.39, 0.20]}

=====

It is found that the molecular weight values, taken in the order of the records, are 174.59; 176.65 g mol⁻¹.